DFT (wB97M-V/def2-TZVPD) results for a molecular structure, C18H35F3O7Zn at a distorted geometry.

Output
- strongest force on any atom (eV/A) = 4.57
- total energy (eV) = -90134.4486
- orbital gap (alpha / beta) (eV) = 2.0309 / 6.2785

```
! wB97M-V def2-TZVPD RIJCOSX def2/J DEFGRID3
* xyz -1 2
Zn -6.68 3.10 13.45
C -8.52 4.75 11.13
O -9.55 5.01 12.12
O -7.64 3.85 11.78
C -9.17 4.32 9.80
F -9.60 5.36 9.05
F -8.29 3.70 9.01
F -10.19 3.51 9.96
C -10.60 5.98 11.91
C -11.37 6.21 13.22
H -11.86 5.26 13.45
H -10.70 6.38 14.06
H -12.13 6.98 13.09
H -11.25 5.74 11.08
H -10.19 6.97 11.71
H -7.97 5.67 10.95
C -3.45 3.18 16.00
C -4.83 2.67 16.26
O -5.60 2.44 15.10
H -2.87 2.48 15.41
H -2.87 3.28 16.92
H -3.43 4.13 15.46
H -5.41 3.35 16.88
H -4.69 1.76 16.85
C -6.56 -1.21 12.68
C -5.74 0.05 12.72
O -6.29 1.13 12.55
C -4.26 0.00 13.09
H -7.41 -1.20 12.01
H -6.89 -1.47 13.69
H -5.92 -2.04 12.36
H -3.81 -0.98 12.95
H -4.05 0.30 14.12
H -3.79 0.79 12.50
C -9.85 0.29 14.16
C -9.53 1.80 14.20
O -8.41 2.21 14.36
C -10.71 2.77 14.22
H -9.51 -0.17 15.08
H -9.29 -0.16 13.33
H -10.89 0.03 13.96
H -11.65 2.38 14.61
H -10.79 2.98 13.15
H -10.47 3.68 14.78
C -7.48 7.10 13.85
C -7.73 5.91 14.78
O -7.35 4.81 14.40
C -8.42 6.16 16.15
H -8.42 7.41 13.37
H -6.78 6.78 13.09
H -7.12 7.95 14.44
H -7.90 5.47 16.83
H -9.47 5.89 16.12
H -8.42 7.20 16.48
C -2.57 3.81 12.40
C -3.94 4.31 12.05
O -4.87 3.74 12.62
C -4.06 5.45 11.09
H -2.61 2.76 12.68
H -2.07 4.34 13.21
H -1.99 3.81 11.47
H -5.10 5.67 10.85
H -3.62 5.27 10.11
H -3.60 6.39 11.41
*
```